Entry 1:
4 unconnected molecules or ions with the total composition C2H9O5. Source: the Open Molecules 2025 dataset; level of theory: ωB97M-V/def2-TZVPD.

Element x y z (Å)
C -0.1677 -1.5706 -0.0450
O -0.6142 -0.2759 1.9044
C -0.9922 -0.6652 0.7504
O 1.4036 1.1717 -0.9099
H 0.0191 -1.2683 -1.0731
H -0.6986 0.7953 -1.7318
H 1.3456 0.9314 0.0025
H 1.8006 0.2512 -1.1162
H 0.8021 0.6108 1.8020
O -1.6244 0.7713 -2.1561
H 0.8073 -1.8341 0.3525
H 1.1574 2.1175 1.6896
H -0.6684 -2.5856 -0.1117
O 1.5609 1.2881 1.6125
H -2.0269 0.4884 -1.2785
O -2.1041 -0.2260 0.3084

Computed properties:
M: 113.1 g mol⁻¹
E_LUMO: 0.142 Eh
total charge: -1
calculated total energy: -457.8749 hartree
highest occupied orbital energy: -4.890 eV
energy relative to the best compared isomer or geometry (same formula, charge and spin): 0.8315 eV

***

Entry 2:
C23H32N2O3 in the gas phase. Source: the Open Molecules 2025 dataset; level of theory: ωB97M-V/def2-TZVPD.

Element x y z (Å)
C -0.1103 -1.7845 5.4139
H 0.0731 -2.8218 5.7020
C -0.5239 0.1726 -3.4592
O -0.8901 1.2810 0.2265
H -1.4397 3.7174 -0.7741
C -1.5161 1.1228 -3.6623
H 0.4215 3.3720 2.4977
H 1.3504 -2.3866 -4.4176
H 3.4527 -2.2886 0.4883
H -2.2173 -2.0306 5.0327
H 1.4915 0.8231 0.5308
H -0.9164 1.3187 2.2860
H -1.8212 -1.5274 6.6837
H 1.0506 -3.1341 0.3708
N 0.3067 -0.0344 -2.3972
H 3.5516 -0.5190 0.3866
C -1.5663 -1.4017 5.6354
C 1.1329 -1.0907 -2.6779
H 3.0481 -0.7036 2.6544
H -1.7212 -0.3621 5.3577
H 0.5469 -1.1164 5.9800
H 3.0972 -0.9162 -1.8931
C -0.8996 -0.7809 -5.6630
H 0.2353 0.4177 -1.4967
C -2.1920 1.1000 -4.8635
C 1.0685 0.8545 1.5321
H 0.6544 3.4268 0.7395
C -0.2558 1.6167 1.4552
O 0.2426 -1.7166 4.0314
C 2.1963 -1.5185 -1.7179
H -1.1912 4.9483 1.3547
H -0.8259 -0.8270 0.8903
H 1.7424 1.4058 2.1891
N 1.7810 -1.2885 -0.3515
C -0.0317 3.1310 1.5363
H -1.7415 1.8607 -2.9072
C -1.8891 0.1574 -5.8500
C 0.6868 -2.1313 0.0849
C 0.9579 -0.5813 2.0711
H -2.5792 1.5096 -0.8305
C -2.0403 3.4134 0.0858
O 0.5957 0.4843 4.2165
H -0.0141 -2.2589 -0.7417
H -0.4515 -2.2200 1.9127
H 2.2357 -2.2577 2.4609
H -2.4434 0.1752 -6.7774
C -1.3588 3.8700 1.3737
H -2.9696 1.8263 -5.0516
H -2.0050 3.6437 2.2258
C 0.8569 -1.5710 -3.9265
H 2.4636 -2.5729 -1.9145
C -0.2002 -0.7820 -4.4566
C 2.8741 -1.3521 0.5974
C -2.1536 1.8905 0.1008
C 0.5655 -0.5145 3.5437
H -0.6636 -1.5019 -6.4321
H -3.0326 3.8556 -0.0094
H -2.8013 1.5783 0.9361
C 2.3423 -1.2589 2.0346
C -0.0219 -1.4554 1.2661

Computed properties:
M: 384.5 g mol⁻¹
SMILES: CCOC(=O)C1(C[C@H]2CCCCO2)CCN(Cc2cc3ccccc3[nH]2)CC1
E_LUMO: 0.029 Eh
calculated total energy: -1230.8877 hartree
highest occupied orbital energy: -7.619 eV
energy relative to the best compared isomer or geometry (same formula, charge and spin): 1.4711 eV

***

Entry 3:
A molecular structure, C6H10AgNO5. Source: the Open Molecules 2025 dataset; level of theory: ωB97M-V/def2-TZVPD.

Element x y z (Å)
N -1.2946 0.0596 0.1358
C 2.2612 0.2699 0.8241
C -0.6433 1.3692 -0.0675
H 4.0459 -0.8152 0.2049
H 2.9610 0.6048 1.5816
O -4.5026 -1.1482 1.4924
C -4.2653 -1.5544 0.3555
O -3.3883 0.9755 -0.2798
H 0.7548 0.2273 -1.1922
O -3.0882 -1.2644 -0.2465
O 1.8137 1.4137 0.1679
H 0.8364 1.9500 -1.5111
C 0.7249 1.2120 -0.7236
H 1.4632 -0.2636 1.3402
H -0.5520 1.9029 0.8741
C 2.9967 -0.7239 -0.1161
H 2.8751 -0.3709 -1.1491
H -1.1574 -0.2803 1.0817
H 2.5530 -1.7155 -0.0411
H -1.2698 1.9635 -0.7207
O -5.1489 -2.2148 -0.2084
Ag 4.6837 -1.6506 -1.6868
C -2.6592 0.0535 -0.1152

Computed properties:
M: 284.0 g mol⁻¹
E_LUMO (spin up / spin down): -0.246 / -0.246 Eh
total charge: +1
calculated total energy: -812.1561 hartree
highest occupied orbital energy (spin up / spin down): -13.132 / -13.128 eV
expectation value of S²: 0.76
spin multiplicity: 2